# 1
Molecular formula: C34H40N4O8PReS3
Method: DFT, ωB97M-V/def2-TZVPD

Each line ends with the Mulliken spin population.
Cartesian coordinates (Å):
Re: -0.80 1.88 0.41  2.335
O: 2.44 3.12 3.23  0.000
C: 1.25 2.57 3.16  0.029
O: 1.00 1.40 3.28  0.002
C: 0.14 3.57 3.02  -0.017
C: 0.04 4.64 3.89  -0.009
C: -1.12 5.39 3.92  0.009
C: -2.17 5.02 3.10  -0.003
C: -1.98 3.98 2.20  0.024
N: -0.84 3.29 2.13  0.015
C: -3.11 3.51 1.30  -0.001
O: -4.21 3.98 1.42  0.023
O: -2.74 2.57 0.49  -0.011
H: 3.11 2.43 3.06  0.001
H: 0.87 4.86 4.55  0.001
H: -1.22 6.22 4.60  0.000
H: -3.13 5.51 3.10  0.000
S: -1.38 0.07 1.86  -0.071
C: -2.02 -1.14 0.89  0.052
N: -2.57 -2.23 1.43  0.045
C: -3.28 -3.18 0.58  -0.002
C: -2.54 -3.39 -0.71  -0.004
N: -2.27 -2.09 -1.33  0.036
C: -2.21 -2.02 -2.79  0.001
C: -3.35 -1.22 -3.38  0.004
C: -4.65 -1.41 -2.93  0.000
C: -5.71 -0.72 -3.51  -0.001
C: -5.47 0.15 -4.56  0.000
C: -4.17 0.35 -5.01  0.001
C: -3.12 -0.33 -4.42  0.000
C: -1.97 -1.04 -0.59  0.062
S: -1.46 0.37 -1.37  0.012
C: -2.47 -2.57 2.85  -0.003
C: -1.37 -3.58 3.08  0.006
C: -1.67 -4.83 3.62  0.001
C: -0.67 -5.76 3.83  0.000
C: 0.64 -5.47 3.49  0.001
C: 0.95 -4.23 2.94  0.001
C: -0.05 -3.29 2.74  -0.004
H: -4.29 -2.81 0.39  0.002
H: -3.35 -4.13 1.12  0.000
H: -3.13 -3.99 -1.39  0.000
H: -1.59 -3.90 -0.52  0.002
H: -2.25 -3.04 -3.17  0.000
H: -1.26 -1.58 -3.09  0.002
H: -4.85 -2.10 -2.11  0.000
H: -6.72 -0.89 -3.15  0.000
H: -6.29 0.69 -5.02  0.000
H: -3.98 1.03 -5.82  0.000
H: -2.10 -0.16 -4.76  -0.001
H: -3.43 -2.98 3.16  0.002
H: -2.28 -1.66 3.42  0.004
H: -2.69 -5.06 3.90  0.000
H: -0.91 -6.72 4.27  0.000
H: 1.42 -6.19 3.65  0.000
H: 1.97 -3.98 2.69  0.000
H: 0.20 -2.31 2.34  -0.002
S: -0.09 5.12 -2.88  0.284
C: -0.27 4.07 -1.72  0.063
N: -0.41 3.29 -0.83  -0.065
C: 1.74 -2.30 -1.03  0.000
C: 2.53 -1.23 -1.78  -0.004
C: 1.72 -0.71 -2.96  0.003
C: 3.87 -1.79 -2.26  0.002
O: 2.87 -0.20 -0.82  -0.008
P: 2.31 1.28 -0.65  0.061
O: 2.08 2.04 -1.88  0.006
O: 1.06 1.12 0.27  0.120
O: 3.44 1.85 0.33  -0.001
C: 4.65 2.53 -0.15  0.003
C: 4.28 3.97 -0.51  0.000
C: 5.63 2.47 1.02  0.000
C: 5.25 1.81 -1.36  0.000
H: 1.61 -3.17 -1.67  0.000
H: 0.76 -1.91 -0.74  -0.001
H: 2.28 -2.60 -0.13  0.000
H: 1.46 -1.54 -3.61  0.000
H: 2.28 0.03 -3.53  0.000
H: 0.80 -0.24 -2.61  -0.006
H: 3.71 -2.63 -2.94  0.000
H: 4.46 -2.13 -1.41  0.000
H: 4.43 -1.01 -2.78  0.000
H: 3.88 4.49 0.37  0.000
H: 3.53 3.97 -1.30  0.000
H: 5.16 4.51 -0.86  0.000
H: 5.29 3.09 1.85  0.000
H: 6.60 2.85 0.70  0.000
H: 5.74 1.44 1.36  0.000
H: 4.55 1.84 -2.19  0.000
H: 5.46 0.77 -1.11  0.000
H: 6.17 2.30 -1.66  0.000

Computed properties:
Multiplicity   4
HOMO-LUMO gap (alpha / beta)   5.9 / 6.5 eV
Charge   +1
E_LUMO (alpha / beta)   -4.63 / -4.71 eV

***

# 2
Molecular formula: C34H41Cl3NOP3Zr
Method: DFT, ωB97M-V/def2-TZVPD

Each line ends with the Löwdin charge.
Cartesian coordinates (Å):
P: 0.96 1.44 -4.43  1.102
C: 2.71 1.73 -4.83  -0.299
C: 3.26 1.19 -5.98  -0.075
H: 2.68 0.53 -6.62  0.107
C: 4.57 1.48 -6.33  -0.048
H: 5.00 1.05 -7.22  0.118
C: 5.33 2.32 -5.52  -0.041
H: 6.36 2.54 -5.79  0.120
C: 4.78 2.87 -4.38  -0.047
H: 5.36 3.52 -3.75  0.119
C: 3.47 2.58 -4.03  -0.066
H: 3.05 3.03 -3.13  0.112
C: 0.42 0.05 -5.47  -0.325
C: 0.96 -1.20 -5.22  -0.091
H: 1.72 -1.32 -4.46  0.099
C: 0.54 -2.30 -5.95  -0.050
H: 0.97 -3.28 -5.75  0.118
C: -0.42 -2.15 -6.94  -0.046
H: -0.74 -3.01 -7.52  0.120
C: -0.95 -0.90 -7.20  -0.044
H: -1.69 -0.78 -7.98  0.120
C: -0.54 0.20 -6.47  -0.054
H: -0.98 1.17 -6.66  0.117
C: 0.11 2.95 -4.97  -0.298
C: 0.54 3.63 -6.11  -0.058
H: 1.35 3.24 -6.72  0.116
C: -0.07 4.82 -6.47  -0.041
H: 0.26 5.35 -7.35  0.120
C: -1.09 5.35 -5.69  -0.037
H: -1.55 6.28 -5.97  0.121
C: -1.50 4.68 -4.54  -0.043
H: -2.28 5.10 -3.92  0.105
C: -0.90 3.48 -4.18  -0.073
H: -1.19 2.97 -3.28  0.088
Zr: 0.00 0.00 0.00  0.869
C: -1.74 -0.83 -0.49  -0.288
C: -2.16 -0.83 -1.79  -0.372
H: -2.34 -1.31 0.28  0.046
C: -1.22 -0.21 -2.77  -0.403
O: -1.86 0.72 -3.67  -0.049
H: -1.16 1.09 -4.22  -0.004
C: -0.05 0.40 -2.00  -0.341
H: -0.82 -0.97 -3.44  0.126
C: 0.87 1.11 -2.70  -0.208
Cl: -0.37 -0.77 2.30  0.037
Cl: 2.18 1.14 0.23  0.048
P: 1.23 -2.01 -0.29  0.659
C: 2.10 -2.55 1.21  -0.269
H: 1.37 -2.96 1.91  0.027
H: 2.57 -1.69 1.68  0.037
H: 2.85 -3.31 0.98  0.059
C: 0.22 -3.45 -0.77  -0.230
H: -0.25 -3.26 -1.73  0.028
H: -0.56 -3.58 -0.02  0.047
H: 0.82 -4.36 -0.83  0.062
C: 2.55 -1.96 -1.56  -0.232
H: 3.04 -0.99 -1.51  0.022
H: 2.11 -2.08 -2.54  0.018
H: 3.29 -2.75 -1.39  0.060
P: -3.63 -1.58 -2.37  0.913
C: -4.34 -2.66 -1.10  -0.154
C: -3.31 -2.57 -3.85  -0.143
H: -4.61 -2.09 -0.22  0.070
H: -3.62 -3.42 -0.82  0.067
H: -5.24 -3.14 -1.49  0.074
H: -2.97 -1.91 -4.65  0.055
H: -4.21 -3.09 -4.17  0.075
H: -2.53 -3.29 -3.64  0.064
C: -4.93 -0.40 -2.83  -0.143
H: -5.11 0.29 -2.01  0.067
H: -5.86 -0.92 -3.07  0.073
H: -4.60 0.16 -3.70  0.059
H: 1.75 1.45 -2.17  -0.004
Cl: -3.91 4.29 -0.99  0.693
C: -2.63 3.63 0.02  -0.599
C: -2.22 4.30 1.17  -0.043
C: -1.21 3.76 1.96  -0.003
C: -0.62 2.56 1.59  -0.130
N: -1.03 1.90 0.46  -0.114
C: -2.02 2.42 -0.33  -0.116
H: -2.69 5.24 1.45  0.124
H: -0.88 4.28 2.86  0.127
H: 0.16 2.14 2.20  0.082
H: -2.34 1.89 -1.21  0.093

Computed properties:
HOMO-LUMO gap   8.0 eV
Charge   +2
E_LUMO   -6.30 eV

***

# 3
Molecular formula: C34H41ClCuNO2Sb
Method: DFT, ωB97M-V/def2-TZVPD

Each line ends with the Löwdin charge.
Cartesian coordinates (Å):
Cu: -2.14 0.39 0.42  0.325
C: -0.72 3.35 3.26  -0.120
C: 0.13 2.56 4.02  -0.116
C: 0.30 1.24 3.68  -0.080
C: -0.41 0.68 2.61  -0.236
C: -1.29 1.47 1.82  -0.146
C: -1.39 2.81 2.17  -0.146
C: -0.27 -0.73 2.25  -0.239
C: 0.25 -1.71 3.12  -0.003
C: 0.40 -3.00 2.69  -0.013
C: -0.01 -3.35 1.38  -0.173
C: 0.13 -4.64 0.84  -0.047
C: -0.32 -4.91 -0.43  -0.091
C: -0.91 -3.90 -1.20  -0.071
C: -1.03 -2.63 -0.71  -0.013
C: -0.57 -2.32 0.58  -0.221
N: -0.66 -1.04 1.01  0.079
H: -0.87 4.39 3.53  0.089
H: 0.66 2.98 4.86  0.089
H: 1.01 0.64 4.24  0.095
H: -2.03 3.46 1.59  0.081
H: 0.54 -1.44 4.13  0.102
H: 0.83 -3.76 3.33  0.112
H: 0.58 -5.41 1.45  0.105
H: -0.21 -5.91 -0.84  0.096
H: -1.29 -4.14 -2.18  0.108
H: -1.49 -1.84 -1.29  0.104
Cl: -8.18 -0.60 3.91  0.623
C: -7.06 -0.74 2.59  -0.687
C: -7.43 -1.48 1.47  -0.117
C: -6.54 -1.57 0.42  -0.025
C: -5.29 -0.94 0.47  -0.112
C: -4.95 -0.23 1.61  -0.022
C: -5.83 -0.12 2.67  -0.105
C: -4.38 -1.06 -0.76  -0.617
O: -4.73 -1.83 -1.65  0.004
O: -3.35 -0.32 -0.83  -0.119
H: -8.39 -1.96 1.43  0.096
H: -6.79 -2.13 -0.47  0.112
H: -3.99 0.26 1.65  0.068
H: -5.56 0.44 3.55  0.101
C: 0.83 0.39 -4.16  -0.142
C: 1.89 -0.15 -3.21  -0.699
C: 1.71 -1.66 -3.12  -0.141
C: 3.27 0.16 -3.76  -0.117
Sb: 1.37 0.65 -1.13  1.648
C: 3.18 0.06 0.14  -0.687
C: 3.07 0.80 1.47  -0.125
C: 2.98 -1.42 0.40  -0.130
C: 4.55 0.31 -0.47  -0.117
C: 1.58 2.91 -1.44  -0.700
C: 0.21 3.32 -1.96  -0.147
C: 1.79 3.57 -0.08  -0.131
C: 2.68 3.37 -2.39  -0.127
H: 0.90 -0.11 -5.13  0.079
H: 0.95 1.46 -4.33  0.055
H: -0.17 0.21 -3.77  0.076
H: 1.77 -2.11 -4.12  0.082
H: 0.74 -1.92 -2.70  0.050
H: 2.48 -2.12 -2.51  0.057
H: 3.35 -0.19 -4.79  0.080
H: 4.05 -0.34 -3.18  0.052
H: 3.48 1.23 -3.75  0.050
H: 2.03 0.81 1.81  0.042
H: 3.42 1.82 1.39  0.061
H: 3.67 0.29 2.23  0.085
H: 2.02 -1.60 0.87  0.043
H: 3.76 -1.81 1.06  0.087
H: 3.01 -2.00 -0.53  0.057
H: 4.66 1.34 -0.81  0.062
H: 4.73 -0.36 -1.31  0.053
H: 5.33 0.12 0.27  0.080
H: -0.56 3.01 -1.26  0.061
H: 0.00 2.85 -2.92  0.054
H: 0.15 4.40 -2.10  0.081
H: 1.13 3.15 0.67  0.060
H: 1.59 4.64 -0.15  0.083
H: 2.82 3.45 0.25  0.061
H: 2.47 3.05 -3.41  0.056
H: 3.65 2.98 -2.09  0.060
H: 2.74 4.46 -2.39  0.080

Computed properties:
HOMO-LUMO gap   6.4 eV
Charge   -1
E_LUMO   2.40 eV

***

Record-wise M values, in g/mol: 946.1 770.2 716.5